# 1
53
Properties=species:S:1:pos:R:3 method="wB97M-V/def2-TZVPD" smiles="C[N+](=O)[O-].COCCOCCOC.COCCOCCOC" charge=0 spin_multiplicity=1
C 0.7199 -0.9331 4.5811
O 0.0452 -1.2343 3.3369
C -0.6685 -2.4734 3.6334
C -1.6452 -2.7818 2.5627
O -0.8531 -2.7832 1.3894
C -1.5975 -3.2149 0.2765
C -0.7639 -3.1621 -0.9771
O -1.2309 -2.1730 -1.8529
C -0.5295 -2.2249 -3.0566
H 1.3564 -1.7053 4.9405
H -0.0189 -0.6715 5.4144
H 1.2333 0.0338 4.4545
H -1.1934 -2.2605 4.5499
H 0.0945 -3.2222 3.7686
H -2.4531 -2.0011 2.5784
H -2.0398 -3.7536 2.7757
H -2.4318 -2.5129 0.0475
H -1.9194 -4.2493 0.4907
H -0.7600 -4.1715 -1.4525
H 0.2683 -2.9500 -0.6970
H -0.5920 -3.2477 -3.4793
H 0.5511 -1.9466 -2.9437
H -0.9881 -1.4979 -3.7201
C -2.5912 1.1827 -3.2941
O -1.6502 2.0995 -2.7255
C -0.3921 1.8717 -3.3584
C 0.5840 2.8738 -2.7856
O 0.7724 2.6035 -1.4293
C 1.5151 3.5515 -0.6956
C 2.3395 2.8844 0.4262
O 3.3535 2.0081 -0.1392
C 3.8903 1.1203 0.8473
H -3.5055 1.2999 -2.6786
H -2.2544 0.1590 -3.2935
H -2.7281 1.4419 -4.3372
H -0.3976 1.9935 -4.4406
H -0.0144 0.8445 -3.2330
H 0.1346 3.8618 -2.9211
H 1.4911 2.8930 -3.4405
H 0.9238 4.3842 -0.3031
H 2.2242 4.0678 -1.3118
H 1.6562 2.3590 1.0910
H 2.8341 3.7567 0.9466
H 4.0681 1.6791 1.8030
H 4.8559 0.6857 0.5230
H 3.1507 0.3158 1.1228
C -0.3548 0.2647 0.6079
N -1.1196 1.3513 1.5184
O -2.3120 1.3674 1.4739
O -0.4447 2.0797 2.2158
H -0.9933 -0.1371 -0.1577
H -0.0273 -0.5183 1.2859
H 0.4081 0.7918 0.0621

***

# 2
35
Properties=species:S:1:pos:R:3 method="wB97M-V/def2-TZVPD" smiles="Cc1ccccc1CN(C(=O)OCC(=O)O)S(C)(=O)=O" charge=0 spin_multiplicity=1 relative_energy_ev=14.423
C -0.8258 -0.6095 2.2808
C -1.7251 -0.6636 0.9116
C -3.2556 -0.0343 1.0037
C -4.2648 -0.0034 -0.2976
C -3.7728 -0.6594 -1.7433
C -2.2463 -1.2759 -1.8034
C -1.2017 -1.3007 -0.5396
C 0.3489 -1.9045 -0.7103
N 1.2473 -0.6923 -0.8120
C 2.6462 -0.9455 -0.2971
O 3.3540 -2.0772 -0.4466
O 3.2896 0.1973 0.4327
C 2.4360 0.6403 1.5459
C 3.0737 1.9565 2.3574
O 4.2674 2.4987 2.0800
O 2.1623 2.5245 3.4057
S 1.2218 0.0490 -2.3922
C 0.4338 1.7717 -2.1400
O 0.4781 -0.7918 -3.4692
O 2.6949 0.3079 -2.8679
H -0.3408 0.4374 2.4840
H 0.0295 -1.4321 2.3329
H -1.5213 -0.8312 3.2255
H -3.5985 0.4378 2.0275
H -5.3384 0.4819 -0.2043
H -4.4624 -0.6579 -2.6896
H -1.8733 -1.7316 -2.8291
H 0.4334 -2.6463 -1.6349
H 0.5852 -2.4663 0.3124
H 2.3042 -0.2826 2.2791
H 1.3530 1.0072 1.2037
H 1.2193 2.2853 3.0937
H -0.0115 1.8046 -1.0330
H -0.4207 1.9931 -2.9204
H 1.2805 2.6129 -2.1459

***

# 3
21
Properties=species:S:1:pos:R:3 method="wB97M-V/def2-TZVPD" smiles="CO/N=C/C1=CC=C(CO)SS1" charge=0 spin_multiplicity=1 relative_energy_ev=6.593
C -4.9392 -0.9612 -0.0412
C -1.8010 0.5309 -0.3182
C -0.4536 0.2294 -0.1397
C 0.4385 1.3266 -0.1425
C 1.8976 1.2869 0.2016
C 2.5834 0.1846 0.0018
C 3.9838 0.0344 0.4940
H -4.5352 -1.7437 -0.8654
H -5.9430 -0.6432 -0.5213
H -4.9183 -1.2506 1.0899
H -2.0003 1.5551 -1.0048
H -0.0733 2.1487 -0.4716
H 2.2502 2.1820 0.9173
H 4.5687 1.0223 0.6110
H 4.2378 -0.6812 1.3246
H 4.7947 -1.6421 -0.1658
N -2.6982 -0.3078 -0.0322
O -3.9647 0.1166 -0.2638
O 4.5190 -0.6395 -0.7103
S 1.8733 -1.3668 -0.6331
S 0.1798 -1.3814 0.6697

***

# 4
100
Properties=species:S:1:pos:R:3 method="wB97M-V/def2-TZVPD" charge=-1 spin_multiplicity=1 relative_energy_ev=0.369
Rb 0.1018 1.2548 -1.0405
C 4.3575 1.1038 -4.2292
C 3.8477 -0.1803 -3.6500
N 4.7021 -1.1528 -3.4762
C 4.2830 -2.3312 -2.9966
C 2.9621 -2.6023 -2.7177
C 2.5359 -3.9786 -2.2720
O 1.5337 -4.5647 -3.0749
C 2.0026 -1.5898 -2.9270
C 0.6229 -1.8188 -2.6053
N -0.4452 -1.3740 -3.1645
C -0.5507 -0.8824 -4.4299
C 0.1798 -1.4058 -5.5105
C -0.1211 -1.0660 -6.8113
C -1.1453 -0.1724 -7.0864
C -1.8771 0.3644 -6.0393
C -1.5896 0.0008 -4.7419
I -2.8018 0.7323 -3.1684
C 2.4325 -0.2745 -3.3456
O 1.6661 0.7122 -3.4045
H 5.3794 0.9746 -4.5787
H 4.3238 1.8849 -3.4690
H 3.7148 1.4173 -5.0509
H 5.0549 -3.0830 -2.8723
H 2.1948 -3.9411 -1.2205
H 3.3850 -4.6644 -2.3269
H 0.8324 -3.9101 -3.2001
H 0.4324 -2.4346 -1.7238
H 0.9684 -2.1161 -5.3014
H 0.4379 -1.5124 -7.6226
H -1.3848 0.0976 -8.1048
H -2.6904 1.0453 -6.2380
C -0.3646 4.2692 0.9990
C 0.8069 4.2668 0.2235
C 0.4313 4.4184 -1.1177
C -0.9938 4.4926 -1.1785
C -1.4827 4.3960 0.1160
C -2.9226 4.4028 0.5408
C -1.7838 4.6842 -2.4385
C 1.3668 4.5560 -2.2762
C 2.2221 4.1914 0.7270
C -0.4396 4.3022 2.4865
H -3.0242 4.7711 1.5610
H -3.3469 3.3952 0.5005
H -3.5212 5.0398 -0.1095
H -1.6316 5.6875 -2.8493
H -2.8475 4.5527 -2.2484
H -1.4769 3.9654 -3.2018
H 1.7955 5.5642 -2.3123
H 0.8489 4.3826 -3.2185
H 2.1961 3.8490 -2.1969
H 2.7228 5.1617 0.6478
H 2.8094 3.4692 0.1533
H 2.2466 3.8879 1.7722
H -0.8172 3.3625 2.9046
H -1.1082 5.1007 2.8174
H 0.5461 4.4844 2.9136
N 3.0044 -1.9138 1.6423
C 2.7717 -1.1533 0.5541
N 1.8021 -0.3163 0.8000
C 1.4436 -0.5853 2.0863
N 2.1655 -1.5572 2.6241
C 0.3643 0.0774 2.7855
C 0.3213 0.0823 4.1781
N -0.6571 0.6610 4.8538
C -1.6241 1.2193 4.1207
C -1.5946 1.2095 2.7348
N -0.6059 0.6531 2.0504
H 3.6594 -2.6655 1.7823
H 3.3154 -1.2395 -0.3655
H 1.0981 -0.3969 4.7598
H -2.4260 1.6850 4.6788
H -2.3920 1.6439 2.1520
C -0.8178 -2.9630 0.8202
C -2.0635 -2.1945 1.0349
N -2.3781 -1.0949 0.4071
C -3.6031 -0.7224 0.8644
C -4.0378 -1.6145 1.7944
N -3.0514 -2.5653 1.9057
C -3.1302 -3.7422 2.7294
N -1.9912 -3.9202 3.5725
N -1.0959 -4.9097 3.3218
N -0.1481 -4.8686 4.1680
C -0.3599 -3.8361 5.0285
C 0.3705 -3.3727 6.1256
C -0.1447 -2.2954 6.8118
C -1.3441 -1.6803 6.4389
C -2.0850 -2.1211 5.3571
C -1.5710 -3.2003 4.6545
H -0.2049 -2.3905 0.1319
H -1.0329 -3.9451 0.3985
H -0.2645 -3.1044 1.7457
H -4.0930 0.1522 0.4836
H -4.9409 -1.6776 2.3669
H -3.1869 -4.6451 2.1061
H -4.0373 -3.6530 3.3408
H 1.2939 -3.8522 6.4082
H 0.3929 -1.9068 7.6648
H -1.6918 -0.8324 7.0073
H -3.0035 -1.6352 5.0639

***

no.,E_tot (hartree),orbital gap (eV)
1,-1170.34857,10.4491
2,-1370.12144,8.3595
3,-1273.51392,7.9607
4,-2717.55096,4.6303